No. 1
Density functional theory data (ωB97M-V/def2-TZVPD) for a structure of composition C21H26N2O3S in a non-equilibrium geometry.

Its HOMO energy is -7.73 eV. The total energy is -42141.2359 eV. The value obtained for the strongest force on any atom is 12.6 eV/A. As for the total charge: 0. The LUMO energy is 0.35 eV. The energy above the lowest of the compared OMol25 structures with the same formula, charge and spin comes out at 1724.47 kJ/mol.

Geometry (Å):
C -2.4042 -1.7458 2.1932
C -1.0641 -2.6449 2.1710
H -1.3423 -3.5821 1.9435
H -0.7013 -2.6297 3.1424
O -0.2432 -2.5141 1.0197
C 0.5503 -1.3766 1.3898
C 0.5028 -0.5687 2.6041
C 1.4673 0.6264 2.4358
C 2.3925 0.8567 1.4882
C 2.5163 -0.0689 0.4840
C 1.5191 -0.8742 0.3615
O 1.6440 -1.6768 -0.9150
C 1.0300 -3.1238 -1.2237
C 1.5171 -3.3528 -2.4259
H 1.3319 -2.6906 -3.3461
H 0.8812 -4.3695 -2.6193
H 2.5933 -3.8294 -2.3621
H 1.1361 -3.7576 -0.2593
H 0.0408 -2.6110 -1.2171
H 3.1694 0.1660 -0.1785
C 3.2881 2.0391 1.5485
H 3.1515 2.5885 2.7876
H 4.3687 1.8885 1.5079
C 2.8172 3.1179 0.7485
N 1.4409 3.2208 0.1843
C 0.9740 2.3630 -0.6122
O 1.5207 1.9287 -1.6303
C -0.4597 2.0787 -0.4127
C -1.4565 2.2769 0.7325
C -2.5199 1.5567 0.4793
C -2.3484 0.8838 -0.7603
N -1.1360 0.9474 -1.3031
C -0.5281 0.3496 -2.3150
C -0.7906 1.0133 -3.6199
H -0.2283 1.9945 -3.5189
H -0.3827 0.7893 -4.4291
H -1.7944 1.3907 -3.8987
H -1.0660 -0.6359 -2.1617
H 0.4905 0.1895 -2.1638
C -3.6046 0.1153 -0.9391
C -4.4271 0.1496 -0.0098
S -4.2840 1.4720 1.3009
H -5.5809 -0.2606 -0.1405
H -3.6017 -0.8462 -1.8277
H -1.3123 3.1081 1.3117
H 1.0761 3.0332 1.2742
H 3.2958 3.9645 0.8878
H 3.4189 2.6623 -0.3664
H 1.4579 1.3394 3.3222
H -0.2665 -0.5144 3.2696
H -3.1364 -1.9960 2.8291
H -2.1712 -0.6574 2.2028
H -2.7416 -1.7831 1.0361

natural (NBO) atomic charge list, values in e, 6 entries: number 1, C, carries -0.640; number 2, C, carries -0.073; number 3, H, carries 0.185; number 4, H, carries 0.181; number 5, O, carries -0.490; number 6, C, carries 0.233

---

No. 2
Density functional theory data (ωB97M-V/def2-TZVPD) for an isolated molecule of C21H26N2O3S.

Its HOMO energy is -8.57 eV. The total energy is -42158.1726 eV. The value obtained for the strongest force on any atom is 0.8 eV/A. As for the total charge: 0. The LUMO energy is 0.48 eV. The energy above the lowest of the compared OMol25 structures with the same formula, charge and spin comes out at 90.31 kJ/mol.

Geometry (Å):
C -5.6985 -0.1276 -1.3107
O -4.9288 -1.2823 -1.5500
C -3.8086 -1.4794 -0.8027
C -3.1036 -2.6589 -1.0572
C -1.9570 -2.9470 -0.3494
C -1.4878 -2.0698 0.6174
C -2.1792 -0.8973 0.8750
C -1.6725 0.1199 1.8628
N -1.1255 1.2729 1.1617
C 0.1580 1.0525 0.5339
C 0.4240 2.0427 -0.5980
C 1.8579 1.8405 -1.0800
O 2.8016 2.4384 -0.6124
N 1.9760 0.9351 -2.0786
C 3.2608 0.4977 -2.5708
C 3.5786 -0.9416 -2.1322
C 3.5212 -1.0690 -0.6472
C 4.3720 -0.5648 0.2818
C 3.9685 -0.8296 1.6111
C 2.8095 -1.5307 1.6977
C 2.0865 -1.9856 2.9151
S 2.1885 -1.8838 0.1131
C 0.2100 3.4453 -0.0402
C -1.2485 3.5948 0.3627
C -1.8366 2.4201 1.1246
O -2.9301 2.5143 1.6561
C -3.3373 -0.6018 0.1640
H -6.0679 -0.0974 -0.2812
H -5.1307 0.7853 -1.5166
H -6.5424 -0.1892 -1.9959
H -3.4818 -3.3300 -1.8119
H -1.4178 -3.8605 -0.5507
H -0.5888 -2.3058 1.1668
H -2.4913 0.4900 2.4844
H -0.8932 -0.3069 2.5012
H 0.1697 0.0264 0.1501
H 0.9584 1.1454 1.2828
H -0.2765 1.8579 -1.4192
H 1.1689 0.4026 -2.3638
H 3.9974 1.1875 -2.1538
H 3.2773 0.5649 -3.6630
H 4.5772 -1.1991 -2.4923
H 2.8612 -1.6289 -2.5864
H 5.2622 -0.0168 0.0314
H 4.5256 -0.5072 2.4729
H 1.8502 -3.0474 2.8527
H 1.1491 -1.4409 3.0384
H 2.7015 -1.8132 3.7952
H 0.8695 3.5859 0.8171
H 0.4743 4.1972 -0.7857
H -1.3987 4.4842 0.9773
H -1.8733 3.7191 -0.5275
H -3.8497 0.3204 0.3878

natural (NBO) atomic charge list, values in e, 6 entries: number 1, C, carries -0.253; number 2, O, carries -0.494; number 3, C, carries 0.306; number 4, C, carries -0.253; number 5, C, carries -0.194; number 6, C, carries -0.252

---

No. 3
Density functional theory data (ωB97M-V/def2-TZVPD) for an isolated molecule of C21H26N4O4 in a non-equilibrium geometry.

Its HOMO energy is -8.50 eV. The total energy is -36347.8695 eV. The value obtained for the strongest force on any atom is 1.0 eV/A. As for the total charge: 0. The LUMO energy is 0.70 eV. The energy above the lowest of the compared OMol25 structures with the same formula, charge and spin comes out at 436.21 kJ/mol.

Geometry (Å):
C 1.4226 1.7767 -1.2338
O 2.2183 0.6727 -0.8725
C 2.6240 -0.1751 -1.8601
C 2.1288 -0.1680 -3.1567
C 2.5776 -1.0760 -4.1087
C 2.0002 -1.0507 -5.4915
C 3.5420 -2.0050 -3.7530
C 4.0492 -2.0241 -2.4662
C 3.6092 -1.1169 -1.5186
O 4.1622 -1.1066 -0.2473
C 3.7029 -2.1400 0.6026
C 2.2876 -1.8948 1.0124
C 1.7384 -1.3437 2.1364
C 0.3535 -1.2927 1.8449
C -0.7208 -0.8673 2.7948
O -0.9830 -1.5820 3.7447
N -1.3141 0.3211 2.5638
C -0.9527 1.1737 1.4469
C -2.1053 1.5711 0.5881
N -2.5142 2.8126 0.4647
C -3.5472 2.7843 -0.4137
C -3.7635 1.5020 -0.8267
N -2.8334 0.7289 -0.1909
C -2.7358 -0.7008 -0.2953
C -2.2843 0.7952 3.5532
C -2.1079 2.2773 3.8612
C -3.7173 0.4890 3.1186
N 0.1250 -1.7813 0.6504
O 1.3156 -2.1584 0.1292
H 1.3395 2.3918 -0.3393
H 0.4203 1.4700 -1.5520
H 1.8925 2.3612 -2.0301
H 1.3711 0.5449 -3.4433
H 1.0206 -1.5290 -5.4953
H 2.6411 -1.5840 -6.1885
H 1.8741 -0.0280 -5.8403
H 3.9032 -2.7152 -4.4813
H 4.8109 -2.7377 -2.1887
H 3.7779 -3.1173 0.1059
H 4.3503 -2.1155 1.4810
H 2.2289 -1.0225 3.0294
H -0.5025 2.1007 1.8157
H -0.2104 0.6487 0.8440
H -4.0622 3.6823 -0.6882
H -4.4799 1.0835 -1.5034
H -3.3910 -1.1827 0.4345
H -1.7144 -1.0362 -0.1118
H -3.0430 -1.0090 -1.2944
H -2.0717 0.2084 4.4551
H -2.7632 2.5441 4.6862
H -1.0838 2.4914 4.1586
H -2.3690 2.8891 3.0012
H -4.3980 0.7096 3.9365
H -3.8139 -0.5648 2.8684
H -4.0050 1.0944 2.2633

natural (NBO) atomic charge list, values in e, 6 entries: number 1, C, carries -0.255; number 2, O, carries -0.511; number 3, C, carries 0.352; number 4, C, carries -0.322; number 5, C, carries 0.015; number 6, C, carries -0.628

---

No. 4
Density functional theory data (ωB97M-V/def2-TZVPD) for an isolated molecule of C21H26N4O4S in a non-equilibrium geometry.

Its HOMO energy is -9.27 eV. The total energy is -47186.1519 eV. The value obtained for the strongest force on any atom is 1.2 eV/A. As for the total charge: 0. The LUMO energy is 0.69 eV. The energy above the lowest of the compared OMol25 structures with the same formula, charge and spin comes out at 115.60 kJ/mol.

Geometry (Å):
O 1.0558 -3.8276 0.5121
C 1.5054 -3.0361 1.3192
C 0.9719 -2.8928 2.7385
C -0.3588 -3.6399 2.9075
N -1.3111 -3.2188 1.9052
C -1.9442 -2.0257 2.0013
O -2.0136 -1.4078 3.0450
C -2.5438 -1.5607 0.6738
C -3.4986 -0.3743 0.8421
C -2.7534 0.8841 1.2885
N -1.6211 1.1892 0.4373
S -1.9180 2.0444 -0.9650
O -3.1219 2.8036 -0.7927
O -1.8103 1.2228 -2.1443
C -0.5303 3.1835 -0.9922
C -0.2225 3.7920 -2.1944
C 0.8297 4.6911 -2.2552
C 1.5618 4.9717 -1.1122
C 1.2397 4.3633 0.0906
C 0.1847 3.4665 0.1541
C -0.7002 0.0895 0.2681
C -1.3997 -1.1575 -0.2706
N 2.5416 -2.2205 1.0362
C 3.1584 -2.1900 -0.2764
C 2.5422 -1.1285 -1.1572
C 1.6226 -1.4558 -2.1469
C 1.0962 -0.4390 -2.9275
C 1.5062 0.8632 -2.6902
C 2.4086 1.0883 -1.6615
N 2.9143 0.1227 -0.9135
H 0.8186 -1.8351 2.9618
H 1.7121 -3.2874 3.4370
H -0.2046 -4.7143 2.8005
H -0.7799 -3.4200 3.8904
H -1.1533 -3.6166 0.9907
H -3.0891 -2.4055 0.2384
H -4.2614 -0.6139 1.5839
H -3.9856 -0.1751 -0.1153
H -3.4137 1.7504 1.2506
H -2.3801 0.7487 2.3068
H -0.8134 3.5483 -3.0636
H 1.0778 5.1718 -3.1896
H 2.3845 5.6698 -1.1587
H 1.8094 4.5881 0.9797
H -0.0881 2.9837 1.0787
H 0.0767 0.4231 -0.4211
H -0.2435 -0.1168 1.2423
H -0.6727 -1.9634 -0.3845
H -1.8059 -0.9167 -1.2543
H 2.8028 -1.4908 1.6793
H 3.0116 -3.1759 -0.7222
H 4.2241 -1.9868 -0.1517
H 1.3331 -2.4842 -2.2970
H 0.3763 -0.6526 -3.7021
H 1.1262 1.6821 -3.2778
H 2.7464 2.0886 -1.4221

natural (NBO) atomic charge list, values in e, 6 entries: number 1, O, carries -0.661; number 2, C, carries 0.689; number 3, C, carries -0.517; number 4, C, carries -0.217; number 5, N, carries -0.621; number 6, C, carries 0.687